A structure of composition C22H42Cl3CrN2O4SSi in a non-equilibrium geometry. Source: the Open Molecules 2025 dataset; level of theory: the ωB97M-V functional and the def2-TZVPD basis.

Structure (XYZ):
```
76
Properties=species:S:1:pos:R:3:lowdin_spin:R:1
C -0.32607 3.42928 -1.68007 0.00
C -0.96504 2.20207 -2.22294 0.00
H 0.14538 4.02554 -2.46566 0.00
H 0.44881 3.14409 -0.94727 0.00
H -1.04162 4.07889 -1.14809 0.00
C -1.16431 1.96489 -3.52889 0.00
C -0.72784 2.85823 -4.63650 0.00
H -1.67924 1.06005 -3.84851 0.00
H 0.01020 3.60210 -4.32581 0.00
H -1.56165 3.40227 -5.09023 0.00
H -0.28716 2.26255 -5.44106 0.00
Cr 0.44906 -0.04361 1.11634 2.91
Cl -1.12801 1.12304 2.19917 0.03
Cl 2.45338 0.85881 1.56012 0.00
C -2.12939 -1.83045 0.81054 0.00
O -0.87964 -1.73892 0.80427 0.00
N -2.83158 -2.92158 0.44380 0.00
C -2.21113 -4.14420 -0.07120 0.00
C -4.29078 -2.99262 0.47420 0.00
H -2.73695 -0.97019 1.15202 0.00
H -1.12842 -4.07316 0.04858 0.00
H -2.46508 -4.28476 -1.13817 0.00
H -2.60924 -4.99758 0.50336 0.00
H -4.72060 -2.05091 0.81050 0.00
H -4.61744 -3.78878 1.15514 0.00
H -4.70808 -3.22041 -0.51693 0.00
H 1.92894 1.13841 -2.12853 0.00
H 0.64396 -0.74055 -3.77990 0.00
C 2.59210 0.27097 -1.93804 0.00
C 1.47103 -1.36108 -3.42071 0.00
N 1.86136 -0.98846 -2.07741 0.00
H 3.03097 0.36911 -0.93215 0.00
C 1.47118 -1.71262 -1.02337 0.00
O 1.67449 -1.38835 0.17592 0.01
H 1.16682 -2.40373 -3.40555 0.00
H 0.97254 -2.65557 -1.30280 0.00
H 3.39158 0.27465 -2.69746 0.00
H 2.32767 -1.22677 -4.08030 0.00
O -0.07957 0.72059 -0.66630 0.03
C -1.29493 1.16164 -1.14168 0.00
C -1.97246 -1.09213 -2.27254 0.00
C -2.33041 0.07749 -1.61179 0.00
H -0.91804 -1.38355 -2.29396 0.00
C -2.97120 -1.85941 -2.89195 0.00
H -1.81380 1.72993 -0.34776 0.00
C -3.68148 0.37702 -1.40656 0.00
H -2.68572 -2.75986 -3.42797 0.00
C -4.30748 -1.47391 -2.81317 0.00
C -4.66602 -0.36110 -2.05353 0.00
H -3.92886 1.21454 -0.74795 0.00
H -5.07709 -2.05002 -3.32603 0.00
H -5.70567 -0.06561 -1.94280 0.00
Si 3.08877 2.83591 2.19195 0.00
Cl 2.19781 3.75860 0.50504 0.00
C 4.83206 1.94625 2.00469 0.00
C 2.15322 2.86901 3.85741 0.00
C 4.20573 4.39810 2.79421 0.00
H 4.81065 1.06188 1.33918 0.00
H 5.12734 1.55105 2.98871 0.00
H 5.61113 2.59775 1.58330 0.00
H 5.06136 4.58878 2.13939 0.00
H 4.62691 4.25340 3.79892 0.00
H 3.66058 5.34339 2.83971 0.00
H 1.44486 2.03566 3.95043 0.00
H 1.57754 3.79533 3.98342 0.00
H 2.87026 2.78947 4.68962 0.00
C 0.67322 -3.48177 3.13436 0.00
S 0.15472 -1.85630 3.68107 0.00
C 0.94307 -1.76553 5.29249 0.00
O 1.04202 -0.93262 2.81956 0.01
H 0.27782 -4.20991 3.85161 0.00
H 1.76870 -3.49069 3.07841 0.00
H 0.23466 -3.59731 2.13299 0.00
H 2.03967 -1.79325 5.22161 0.00
H 0.61915 -0.84046 5.78724 0.00
H 0.58125 -2.62299 5.87225 0.00
```

E_HOMO (spin up / spin down): -7.06 / -7.08 eV
frontier orbital gap (spin up / spin down): 0.254 / 0.255 Eh
LUMO level (spin up / spin down): -0.14 / -0.14 eV
<S²>: 3.783
multiplicity: 4



An isolated molecule of C2H5Cl2ISi in a non-equilibrium geometry. Source: the Open Molecules 2025 dataset; level of theory: the ωB97M-V functional and the def2-TZVPD basis.

Structure (XYZ):
```
11
Properties=species:S:1:pos:R:3:mulliken_charge:R:1
Cl 2.94925 -1.17770 0.63263 -0.24
Si 1.53780 -0.11313 -0.36072 0.61
Cl 1.93143 1.81007 0.10852 -0.21
C -0.16997 -0.63930 0.27289 -0.82
C -1.32879 0.64896 0.00828 -0.92
I -3.32976 -0.03679 0.12886 0.02
H 1.75139 -0.41940 -1.85313 -0.10
H -0.76361 -1.50984 -0.02800 0.45
H -0.20982 -0.78460 1.33730 0.36
H -1.13917 1.42373 0.77204 0.42
H -1.22875 0.79800 -1.01866 0.44
```

E_HOMO: -9.56 eV
frontier orbital gap: 0.362 Eh
LUMO level: 0.29 eV
structure (SMILES): Cl[SiH](Cl)CCI



The ion C5H10NO2 with charge +1 in a non-equilibrium geometry. Source: the Open Molecules 2025 dataset; level of theory: the ωB97M-V functional and the def2-TZVPD basis.

Structure (XYZ):
```
18
Properties=species:S:1:pos:R:3:mulliken_charge:R:1
C -1.38188 1.93837 -1.59890 -0.82
C -0.13000 1.57555 -1.24831 -0.17
C -0.00261 0.88077 0.06295 -1.08
C 0.74954 -0.43951 0.13162 0.43
N -0.19091 -1.55582 -0.32275 -0.48
C 1.20744 -0.65017 1.54353 0.29
O 1.99797 0.02422 2.20517 -0.49
O 0.54160 -1.76348 1.99169 -0.49
H -1.73590 2.53897 -2.48579 0.26
H -2.21316 1.63120 -1.05862 0.25
H 0.70656 1.83248 -1.80702 0.42
H -0.98037 0.77206 0.47089 0.43
H 0.22427 1.58675 0.88347 0.51
H 1.77036 -0.46279 -0.52313 0.40
H -1.08360 -1.53696 0.39535 0.45
H -0.57854 -1.58494 -1.29691 0.35
H 0.26655 -2.49234 -0.14048 0.38
H 0.83268 -2.29437 2.79724 0.38
```

E_HOMO: -13.71 eV
charge: +1
frontier orbital gap: 0.361 Eh
LUMO level: -3.89 eV
structure (SMILES): C=CC[C@H]([NH3+])C(=O)O



A structure of composition C7H10N2O in a non-equilibrium geometry. Source: the Open Molecules 2025 dataset; level of theory: the ωB97M-V functional and the def2-TZVPD basis.

Structure (XYZ):
```
20
Properties=species:S:1:pos:R:3:mulliken_charge:R:1
C -3.13129 -0.11877 0.07651 0.56
C -2.32667 -0.45450 1.19311 -0.69
C 3.36121 -0.93213 0.08960 -0.21
C 3.46669 0.42385 0.51723 -0.32
C 2.38444 1.36980 0.20803 -0.21
C 1.17504 0.92183 -0.42777 -0.07
C 1.21937 -0.53001 -0.67652 -0.13
H -3.16988 1.44655 -1.20270 0.26
H -1.73140 1.65606 -0.02875 0.34
H -3.15049 -0.95236 1.86829 0.27
H -1.71627 0.44716 1.55386 0.24
H -1.54987 -1.09758 0.86643 0.20
H 4.11792 -1.57949 0.28201 0.47
H 4.05070 0.79804 1.40469 0.27
H 2.37861 2.36807 0.66521 0.31
H 0.06754 1.25433 -0.55323 0.05
H 0.36380 -0.74294 -1.34228 0.39
N -2.48510 0.79413 -0.61640 -0.52
N 2.21021 -1.37539 -0.52585 -0.57
O -4.32864 -0.45119 -0.17487 -0.65
```

E_HOMO: -9.59 eV
frontier orbital gap: 0.352 Eh
LUMO level: -0.01 eV



A structure of composition C20H42AlB3O10 in a non-equilibrium geometry. Source: the Open Molecules 2025 dataset; level of theory: the ωB97M-V functional and the def2-TZVPD basis.

Structure (XYZ):
```
76
Properties=species:S:1:pos:R:3:mulliken_charge:R:1
Al 0.47349 -0.44094 0.13422 1.48
B -2.50188 -1.18376 -0.21425 0.64
H -1.87603 -1.47594 -1.15612 -0.11
H -3.33480 -0.63235 -0.77148 -0.10
H -2.72312 -2.18879 0.26293 -0.18
H -2.02547 -0.47494 0.55594 -0.54
B -0.45995 -3.50740 -1.02879 0.55
H -0.55921 -2.85803 -1.97299 -0.12
H 0.00333 -4.48491 -1.39510 -0.22
H 0.29128 -2.96086 -0.32218 -0.23
H -1.44333 -3.58969 -0.46191 -0.24
B -0.30820 1.17650 -2.44879 1.00
H 0.40480 0.81226 -3.26399 -0.38
H -0.87337 0.25595 -2.06134 -0.36
H 0.25797 1.62269 -1.54569 -0.36
H -1.09493 1.88777 -2.87701 -0.31
O -0.40298 -2.20138 2.30062 -0.33
C -0.65713 -2.83531 3.29295 0.19
O -0.38361 -4.15007 3.37423 -0.42
C -0.72591 -4.76655 4.61605 -0.35
C -1.15686 -3.60866 5.48662 -0.63
C -1.25620 -2.35609 4.60780 0.06
H 0.21820 -5.18957 4.95502 0.25
H -1.54506 -5.43028 4.34569 0.30
H -0.57188 -3.53637 6.40157 0.36
H -2.16149 -3.88444 5.81643 0.21
H -0.68438 -1.51802 4.99796 0.00
H -2.27092 -2.06881 4.33416 0.27
O 0.02592 0.35530 2.89562 -0.41
C -0.28261 1.20141 3.70949 0.55
O -1.55521 1.35625 4.00585 -0.33
C -1.80890 2.68015 4.49161 -0.08
C -0.42168 3.18131 4.95429 -0.62
C 0.62733 2.24412 4.37661 -0.57
H -2.48358 2.73190 5.35150 0.37
H -2.36693 3.39623 3.88772 -0.02
H -0.39638 3.51309 5.99048 0.36
H -0.30411 4.13078 4.42428 0.26
H 1.26151 1.68883 5.06484 0.30
H 1.17680 2.72293 3.56992 0.24
O -0.91042 1.96312 0.73335 -0.35
C -1.80645 2.73239 0.47445 0.12
O -2.13733 3.78845 1.27857 -0.42
C -3.34714 4.50034 0.89872 -0.35
C -3.88456 3.55934 -0.15152 -0.78
C -2.82055 2.62409 -0.64324 0.44
H -3.15456 5.49523 0.49623 0.26
H -4.01499 4.61168 1.74995 0.28
H -4.35235 3.99945 -1.03293 0.40
H -4.65600 2.95315 0.33098 0.26
H -2.38332 2.99775 -1.56921 0.13
H -3.07557 1.57115 -0.74155 -0.25
O 2.68198 0.92628 -1.26680 -0.47
C 3.00231 1.62968 -2.19649 0.32
O 2.98715 2.95522 -2.04031 -0.38
C 3.11503 3.59432 -3.28442 -0.35
C 3.62646 2.60186 -4.26628 -0.57
C 3.50418 1.27117 -3.58369 0.14
H 3.85616 4.38194 -3.12999 0.31
H 2.19812 4.02599 -3.68803 0.24
H 4.67111 2.75262 -4.53908 0.23
H 2.99019 2.62614 -5.15023 0.26
H 4.42252 0.68823 -3.60238 0.35
H 2.73198 0.64425 -4.02948 -0.07
O 1.88256 -1.51910 -2.26464 -0.26
C 2.25710 -2.25128 -3.16002 0.06
O 2.97399 -1.76019 -4.14141 -0.32
C 3.32490 -2.73524 -5.10841 -0.48
C 2.49750 -3.98257 -4.70215 -0.76
C 2.02809 -3.73558 -3.28593 0.14
H 4.39958 -2.89472 -5.18035 0.33
H 2.95386 -2.42371 -6.08533 0.28
H 3.10465 -4.88098 -4.81741 0.33
H 1.61616 -4.13496 -5.32515 0.30
H 2.63869 -4.25536 -2.54788 0.26
H 0.97447 -3.93447 -3.11265 -0.09
```

E_HOMO: -8.23 eV
frontier orbital gap: 0.159 Eh
LUMO level: -3.90 eV



An isolated molecule of C5H8O2. Source: the Open Molecules 2025 dataset; level of theory: the ωB97M-V functional and the def2-TZVPD basis.

Structure (XYZ):
```
15
Properties=species:S:1:pos:R:3:mulliken_charge:R:1
C 1.49383 0.81334 -0.89833 -1.07
C -0.37662 -1.58285 0.12784 -0.52
O -0.67336 -2.67387 0.79847 -0.31
C -0.60704 -0.40644 1.03903 -0.27
C -0.84732 0.88255 0.24261 -0.66
C -0.00529 0.98526 -1.02531 0.78
O -0.51943 1.25927 -2.08736 -0.57
H 1.74926 -0.05791 -0.29191 0.29
H 1.92731 0.69933 -1.89357 0.30
H 1.92537 1.69984 -0.41782 0.31
H -0.48091 -3.42552 0.21755 0.44
H -1.39679 -0.57725 1.78426 0.39
H 0.33562 -0.33241 1.60660 0.27
H -1.89204 0.95858 -0.07295 0.28
H -0.63257 1.75809 0.87090 0.32
```

E_HOMO: -8.85 eV
frontier orbital gap: 0.350 Eh
LUMO level: 0.68 eV